Record 1
Density functional theory data (the ωB97M-V functional and the def2-TZVPD basis) for a 12-piece molecular cluster, C20H56NO12 overall in a non-equilibrium geometry.

```
89
Properties=species:S:1:pos:R:3:mulliken_charge:R:1
O -3.90 0.01 -3.44 -0.4478
O 1.91 -0.31 -6.31 -0.5700
O 0.12 -5.06 -7.44 -0.4523
O -0.12 2.32 5.14 -0.4704
O 3.82 1.27 -0.43 -0.4796
O -2.73 -3.95 -4.64 -0.4877
O -1.16 3.19 7.72 -0.5148
O 7.86 2.64 1.01 -0.5365
O 0.66 -3.21 0.01 -0.5418
O -0.17 4.05 11.48 -0.5213
O -4.35 -0.32 3.46 -0.5219
O 0.45 0.50 1.11 -0.3438
N -1.02 -1.12 -3.80 0.3025
C 1.38 -0.89 -2.71 -0.4554
C -0.31 -2.57 0.82 -0.5103
C 2.66 1.52 -2.59 -1.0156
C 2.24 -1.68 -6.26 -0.3748
C -4.47 -0.90 -2.50 -0.5284
C -2.09 3.09 8.79 -0.5490
C 0.07 1.23 -3.71 0.2973
C -1.10 0.29 -4.10 -0.4566
C 0.99 1.73 5.80 -0.5705
C 0.46 -6.44 -7.54 -0.5979
C 1.37 0.67 -3.01 0.6589
C 0.13 -1.73 -3.13 -0.5059
C -1.76 -4.82 -5.22 -0.4951
C -0.50 1.17 1.93 -0.2808
C 6.58 2.44 0.43 -0.4687
C -1.20 3.37 -3.01 -0.9468
C -0.03 2.80 -4.00 -0.6123
C 0.17 2.67 11.53 -0.5561
C 2.80 1.77 -0.98 0.0022
C -3.23 -0.91 4.12 -0.2819
H -1.87 2.51 -2.64 0.2796
H 1.68 2.51 6.12 0.2591
H -1.16 4.11 7.43 0.2779
H -1.83 -1.71 -4.07 0.2428
H 1.42 -2.62 -0.06 0.2756
H -0.07 1.37 2.91 0.1411
H -1.38 0.52 2.04 0.0903
H -2.54 -0.12 4.45 0.0950
H -4.37 -0.11 -4.27 0.2871
H 0.08 -6.85 -8.48 0.2843
H -0.61 -1.63 0.35 0.1502
H -0.91 -4.23 -5.55 0.0179
H 2.81 -1.88 -5.35 0.1979
H 1.38 -0.13 -5.52 0.3373
H 0.65 1.16 6.66 0.2254
H 0.92 3.37 -3.72 0.1617
H 1.54 -6.56 -7.49 0.2867
H -0.80 2.10 1.46 0.2581
H -1.18 -3.22 0.92 0.3408
H 2.02 2.37 -0.38 0.4503
H 0.75 2.47 12.44 0.3077
H -1.42 -5.54 -4.47 0.3453
H 6.62 2.75 -0.62 0.2203
H -5.53 -0.67 -2.37 0.2789
H -0.56 2.90 5.78 0.3185
H 2.31 -1.32 -2.19 0.4198
H -1.77 3.74 9.61 0.2285
H 5.84 3.05 0.96 0.2467
H 0.12 -2.38 1.81 0.2901
H -0.70 4.25 12.26 0.2997
H 1.21 1.09 1.03 0.1365
H -4.35 -1.92 -2.86 0.1687
H 3.57 0.89 -2.90 0.3793
H -4.78 0.26 4.10 0.3039
H -0.74 2.07 11.53 0.2502
H -3.95 -0.79 -1.55 0.2443
H 1.50 1.07 5.10 0.2765
H -3.47 -4.50 -4.35 0.2809
H -3.08 3.38 8.44 0.3124
H 1.32 -2.28 -6.27 0.1178
H 2.84 -1.94 -7.13 0.3063
H 6.30 1.39 0.49 0.2309
H -0.23 3.02 -5.10 0.4086
H -0.66 3.80 -2.10 0.2976
H 0.16 -2.84 -2.88 0.4287
H 2.76 2.52 -3.14 0.4455
H 0.77 2.42 10.66 0.2100
H 0.00 -6.98 -6.70 0.2287
H 0.53 -4.61 -8.18 0.2706
H -2.72 -1.57 3.43 0.1025
H -1.86 4.11 -3.57 0.2829
H -2.02 0.75 -4.59 0.3744
H -2.19 -5.34 -6.07 0.3416
H 7.81 2.36 1.93 0.3059
H -2.12 2.06 9.14 0.1966
H -3.58 -1.48 4.99 0.3172
```

Its strongest force on any atom is 4.93 eV/Å. The charge is +1. Its spin multiplicity is 1. Its HOMO-LUMO gap is 0.2718 Ha.

Record 2
Density functional theory data (the ωB97M-V functional and the def2-TZVPD basis) for a 8-piece molecular cluster, C20H56O12 overall in a non-equilibrium geometry.

```
88
Properties=species:S:1:pos:R:3:mulliken_charge:R:1
O 23.19 42.72 27.00 -0.5715
O 24.31 34.06 31.52 -0.5871
O 21.70 40.73 29.55 -0.4529
O 22.58 38.34 33.98 -0.6208
O 25.36 32.38 26.70 -0.5753
O 20.20 31.97 29.61 -0.5786
O 25.55 38.51 23.73 -0.5328
O 25.27 38.84 33.84 -0.6123
O 23.78 38.87 30.00 0.4898
O 22.89 32.97 29.44 -0.4381
O 26.08 40.32 30.70 -0.6258
O 20.61 41.19 33.21 -0.5069
C 22.98 42.21 28.27 -0.6106
C 24.05 37.34 25.22 -0.7149
C 19.94 34.28 29.25 -0.5997
C 21.93 41.09 28.28 -0.3334
C 18.46 32.93 30.77 -1.3939
C 23.48 34.68 32.50 1.3506
C 24.85 36.93 28.94 -1.4713
C 22.28 37.13 29.10 -1.1901
C 25.46 37.40 24.46 0.5384
C 25.79 38.82 32.53 0.5698
C 23.49 32.29 28.28 -0.7186
C 22.52 33.66 33.10 -0.8920
C 26.54 37.47 25.50 -1.4252
C 25.86 40.26 32.04 -0.4049
C 21.95 39.25 33.16 0.4442
C 23.62 37.89 28.97 1.8897
C 24.44 35.09 33.68 -1.6760
C 19.20 33.00 29.44 0.2126
C 21.11 40.17 34.00 -1.1824
C 24.70 32.99 27.77 0.3811
H 23.56 42.16 26.44 0.2907
H 22.65 32.12 27.66 0.3899
H 23.45 38.28 27.97 -1.1388
H 24.90 40.88 32.24 0.0831
H 21.64 40.52 34.69 0.7172
H 22.07 36.43 30.04 -0.2368
H 19.19 32.95 31.47 0.2998
H 27.47 37.73 25.08 0.4608
H 25.16 34.57 34.05 0.6694
H 26.24 32.62 26.65 0.3281
H 20.21 41.73 33.88 0.2918
H 23.68 38.28 25.76 0.1105
H 20.28 39.93 34.62 0.5497
H 22.92 32.70 33.44 0.3322
H 23.51 36.97 24.46 0.4706
H 22.06 32.74 29.68 0.1525
H 24.11 35.49 34.67 0.3242
H 21.10 41.57 27.93 0.5902
H 24.76 36.22 29.78 0.1694
H 21.22 38.63 32.41 0.1309
H 23.71 31.43 28.75 0.3470
H 25.73 36.53 23.72 0.1447
H 26.55 38.25 26.30 0.2754
H 22.09 40.30 27.72 0.0790
H 23.92 41.82 28.55 0.3035
H 17.79 33.70 30.83 0.4166
H 25.80 37.47 28.83 0.3469
H 21.87 37.76 34.42 0.3340
H 23.07 39.25 30.26 -0.3007
H 26.78 38.27 32.57 0.2693
H 21.92 34.03 33.90 0.4051
H 23.02 42.98 28.98 0.4649
H 26.42 38.82 23.51 0.3116
H 26.52 40.78 32.68 0.3903
H 20.58 34.42 30.32 -0.1110
H 21.37 37.66 29.10 0.5872
H 24.25 36.49 25.80 0.0127
H 19.74 31.13 29.68 0.2934
H 20.92 41.12 30.04 0.2756
H 25.19 35.76 33.15 0.1416
H 24.64 36.47 28.13 0.4826
H 24.38 33.93 27.27 -0.1939
H 22.22 36.50 28.24 0.5086
H 23.07 35.58 32.10 -0.3681
H 18.54 32.84 28.66 0.4683
H 26.47 36.64 26.09 0.3482
H 25.37 39.92 30.29 0.3430
H 25.48 33.15 28.62 0.2344
H 25.17 38.40 31.87 -0.5043
H 19.22 35.24 29.18 0.3331
H 21.71 33.39 32.17 -0.0176
H 20.64 34.26 28.41 0.2505
H 23.60 33.83 30.78 0.3568
H 24.22 38.73 33.81 0.3716
H 22.65 39.89 32.62 -0.1627
H 17.97 31.97 30.93 0.4156
```

Its structure (SMILES) is CC(C)O.CC(C)O.CC(C)O.CC(C)O.OCCO.OCCO.OCCO.OCCO. Its strongest force on any atom is 9.62 eV/Å. Its spin multiplicity is 1. Its HOMO-LUMO gap is 0.3310 Ha.

Record 3
Density functional theory data (the ωB97M-V functional and the def2-TZVPD basis) for a 9-piece molecular cluster, C20H57N11O12 overall in a non-equilibrium geometry.

```
100
Properties=species:S:1:pos:R:3:mulliken_charge:R:1
O -21.72 -8.25 14.65 -0.6327
O -22.79 -9.72 7.80 -0.5438
O -18.39 -8.01 10.12 -0.0329
O -21.41 -5.66 6.25 -1.0018
O -23.46 -4.35 8.72 -0.8671
O -16.92 -9.27 12.69 -0.4674
O -15.63 -3.26 3.11 -0.5042
O -23.04 -12.89 8.05 -0.5710
O -19.19 -6.38 7.70 -0.1260
O -17.71 -5.18 10.44 -0.6196
O -16.77 -6.54 12.96 -0.5056
O -23.08 -8.72 10.51 -0.8285
N -23.90 -5.58 10.60 -0.3585
N -19.76 -4.46 9.72 -0.0759
N -21.85 -4.62 4.40 -0.4376
N -23.07 -9.92 12.49 -0.4502
N -18.51 -3.20 11.19 -0.4298
N -15.29 -4.01 4.24 -0.2144
N -22.06 -3.53 6.42 -0.4028
N -19.55 -7.41 14.38 -0.3824
N -20.02 -9.77 14.39 -0.4084
N -21.14 -9.53 11.28 0.0658
N -22.57 -6.39 8.90 0.1488
C -16.47 -3.97 5.24 1.7704
C -16.41 -2.65 5.98 -1.6512
C -21.80 -4.58 5.72 0.5971
C -19.36 -7.80 7.89 0.5344
C -15.85 -5.82 2.55 -1.7047
C -20.50 -8.40 14.45 0.5869
C -15.67 -7.20 12.42 -0.3599
C -22.32 -11.89 8.77 -0.3417
C -16.08 -6.42 5.63 -0.4226
C -14.87 -5.33 3.65 1.8626
C -18.25 -8.34 8.74 -0.8053
C -15.72 -8.63 13.01 -0.7051
C -14.72 -6.33 4.74 -1.5380
C -22.43 -9.33 11.37 0.5299
C -18.59 -4.31 10.47 0.3831
C -13.55 -4.97 3.05 -1.9911
C -17.82 -3.99 4.49 -1.7084
C -23.35 -5.42 9.36 0.5783
C -21.84 -10.71 7.93 0.2161
C -16.32 -5.08 6.27 -0.6646
H -18.31 -9.43 8.70 0.5009
H -15.84 -5.12 1.73 0.4252
H -20.63 -4.08 10.06 0.2027
H -20.66 -8.92 10.62 -0.1864
H -18.45 -3.35 5.03 0.5735
H -14.48 -7.30 4.36 0.5548
H -16.95 -5.86 12.29 0.3321
H -14.86 -9.24 12.72 0.2989
H -20.49 -10.38 14.94 0.2217
H -17.22 -8.12 8.43 0.1253
H -19.36 -8.26 6.86 0.3372
H -22.98 -11.50 9.54 0.2117
H -14.75 -6.82 12.94 0.2884
H -15.69 -7.18 11.34 0.3538
H -15.79 -7.21 6.36 0.1493
H -12.84 -4.77 3.87 0.3999
H -22.36 -6.25 7.94 -0.0391
H -20.01 -6.50 14.22 0.2610
H -15.72 -8.57 14.08 0.3747
H -19.71 -5.16 9.02 0.0749
H -23.73 -12.45 7.52 0.2951
H -18.32 -5.00 4.45 0.2532
H -24.44 -4.77 10.85 0.2166
H -21.65 -11.01 6.88 0.4354
H -22.24 -3.92 3.80 0.1856
H -20.92 -10.39 8.41 -0.3390
H -23.74 -6.43 11.18 0.2172
H -23.99 -9.53 12.61 0.2788
H -22.61 -3.80 7.26 0.3980
H -23.23 -9.67 8.63 0.3097
H -19.92 -6.15 7.14 0.1900
H -15.32 -4.87 6.83 0.3289
H -17.21 -4.90 6.89 -0.1300
H -21.49 -12.40 9.32 0.3095
H -18.79 -2.32 10.78 0.2501
H -15.21 -2.39 3.22 0.3734
H -22.69 -7.27 9.31 0.2305
H -18.70 -7.57 13.86 0.1910
H -17.12 -8.92 11.79 0.3095
H -17.27 -2.74 6.71 0.2872
H -13.22 -5.77 2.42 0.4485
H -15.49 -2.55 6.64 0.3580
H -15.59 -6.82 2.23 0.4299
H -20.34 -7.95 8.39 -0.4844
H -21.87 -5.53 4.02 0.2393
H -16.90 -6.79 5.06 0.4096
H -17.73 -3.63 3.49 0.3163
H -22.46 -10.17 13.26 0.1364
H -16.59 -1.75 5.39 0.4556
H -13.65 -4.06 2.54 0.4245
H -16.86 -5.82 2.99 0.3132
H -20.62 -9.96 12.04 0.2595
H -19.02 -9.95 14.32 0.1457
H -17.62 -3.10 11.70 0.2672
H -13.96 -5.98 5.47 0.3547
H -22.48 -2.86 5.84 0.2183
H -18.31 -7.01 10.28 0.1363
```

Its structure (SMILES) is CC1(C)CCCC(C)(C)N1O.NC(N)=O.NC(N)=O.NC(N)=O.NC(N)=O.NC(N)=O.OCCO.OCCO.OCCO. Its strongest force on any atom is 4.99 eV/Å. Its spin multiplicity is 1. Its HOMO-LUMO gap is 0.3248 Ha.

Record 4
Density functional theory data (the ωB97M-V functional and the def2-TZVPD basis) for C20H58N10O16PZn2 as an isolated structure in a non-equilibrium geometry.

```
107
Properties=species:S:1:pos:R:3:mulliken_charge:R:1
Zn -0.23 -1.82 -2.11 -0.8406
Zn -0.39 1.54 1.73 0.6598
P -0.05 -0.16 -0.21 2.5916
O 1.17 -3.43 -2.50 -0.2951
O -1.01 -0.28 -1.39 -1.3530
O -2.23 3.94 -3.32 -0.7453
O -0.72 -0.29 1.16 -1.2126
O 1.40 1.15 2.50 -0.3132
O -2.61 -2.05 1.33 -0.7806
O 0.95 -1.24 -0.68 1.2251
O 0.44 1.29 0.00 0.4541
O -0.06 -2.32 2.86 -0.5802
O 5.50 -2.29 -0.40 -0.7480
O -2.41 2.01 1.34 -0.4365
O -1.23 4.96 4.83 -0.3730
O 1.78 3.34 -0.53 -0.6051
O 3.96 5.19 -1.89 -0.5519
O 0.93 -0.71 -3.56 -0.2009
O -1.49 -6.34 -0.53 -0.2157
N -3.41 0.62 -0.16 0.0362
N 3.81 -0.82 -1.07 0.0377
N 0.10 3.60 2.12 0.5882
N 3.28 -2.44 0.14 -0.2288
N 0.75 1.36 -4.34 -0.1023
N -1.25 -3.36 -0.96 -0.1391
N -4.57 2.04 0.98 -0.3974
N 0.84 -0.30 -5.72 -0.4217
N -2.19 1.74 -3.00 -0.1573
N -0.67 2.96 -2.15 0.0094
C 3.13 3.10 -0.71 0.4315
C -2.61 -5.55 -0.93 -0.7051
C 1.04 3.48 3.26 -0.8451
C 2.35 -3.66 -3.33 -0.8156
C 0.95 -4.38 -1.47 -1.4070
C 2.26 0.07 2.42 -0.4851
C -2.54 -2.27 2.74 -0.5987
C 4.34 -1.83 -0.39 0.3078
C 0.92 0.09 -4.48 0.5444
C -1.21 6.35 4.90 -0.7427
C -1.24 -3.08 3.08 -0.2313
C -3.41 1.54 0.76 0.4971
C -2.12 -4.35 -1.72 -1.1399
C -1.74 2.95 -2.85 0.4268
C -1.78 4.48 3.60 -0.6150
C -1.81 -7.43 0.27 -0.8781
C -0.04 -3.89 -0.37 0.4409
C -0.85 4.71 2.34 -0.7961
C 3.57 3.79 -2.01 -1.0375
C 2.04 2.35 2.95 -0.3356
H 2.92 3.61 -2.87 0.3825
H -0.75 6.46 5.88 0.2672
H 0.58 -5.31 -1.90 0.7829
H -4.59 2.63 1.80 0.2813
H -1.00 -7.99 0.73 0.3032
H 1.59 -0.65 1.96 -0.2180
H -2.60 -1.26 3.14 0.2384
H 2.41 -1.93 0.06 0.2397
H 3.15 -3.26 -2.70 0.2173
H -2.03 3.43 3.76 0.2230
H -2.72 4.99 3.40 0.4427
H -0.53 6.81 4.18 0.3222
H 0.47 3.26 4.16 0.5125
H -1.99 -1.32 1.20 0.1783
H 0.44 -3.25 0.37 -0.0597
H -0.42 2.10 -1.70 -0.5207
H -4.32 0.41 -0.55 0.2244
H -1.26 -3.35 4.13 0.4700
H -0.50 3.87 -1.75 0.2277
H 2.71 2.64 2.14 0.1018
H 2.82 -0.65 -1.12 -0.4008
H 0.62 0.47 -6.34 0.1507
H 2.50 -4.73 -3.43 0.4339
H 3.13 2.02 -0.89 -0.2856
H 2.54 -0.39 3.37 0.3402
H -0.18 -1.67 2.17 -0.1083
H -1.51 4.62 1.48 0.2848
H -5.43 1.63 0.64 0.1624
H 3.13 0.14 1.76 0.3387
H -3.15 1.69 -3.30 0.2314
H -2.23 6.75 4.94 0.3149
H 0.86 1.93 -5.17 0.2012
H 1.63 4.39 3.35 0.4399
H 0.67 -1.28 -5.91 0.2390
H -2.29 -6.95 1.13 0.3261
H 3.23 5.64 -2.31 0.3498
H -2.45 -8.23 -0.10 0.3263
H -1.16 -4.00 2.50 0.0479
H -0.22 -4.67 0.36 0.6492
H -2.58 0.21 -0.58 -0.4545
H -1.68 0.99 -2.56 0.1052
H -3.15 -5.31 -0.02 0.3240
H -0.40 5.70 2.41 0.6402
H 3.82 3.31 0.10 0.3847
H 4.45 -0.14 -1.46 0.1467
H -1.61 -4.53 -2.67 0.5504
H 3.32 -3.39 0.48 0.2360
H 2.26 -3.15 -4.29 0.1549
H -2.98 -3.76 -2.05 0.4589
H 4.44 3.22 -2.35 0.3802
H 1.27 2.53 -0.44 0.5018
H 2.69 2.05 3.77 0.4426
H 0.61 1.73 -3.41 -0.1209
H -3.43 -6.05 -1.45 0.5177
H -3.51 -2.69 3.01 0.3882
H 0.73 4.09 1.50 0.0040
H -1.85 -3.14 -0.18 0.2756
H 1.88 -4.62 -0.94 0.4859
```

Its strongest force on any atom is 5.23 eV/Å. The charge is +1. Its spin multiplicity is 1. Its HOMO-LUMO gap is 0.3228 Ha.

Number 1: E_LUMO -4.274 eV. Number 2: E_LUMO 0.249 eV. Number 3: E_LUMO 0.454 eV. Number 4: E_LUMO -2.496 eV.